No. 1
Entry from OMol25: a molecular structure, C30H77N5O9Zr at a distorted geometry (the ωB97M-V functional and the def2-TZVPD basis).

```
122
Properties=species:S:1:pos:R:3:forces:R:3
Zr -36.203584 16.332327 23.050576 -2.9 3.1 4.4
C -40.639147 15.411310 23.682079 0.0 -0.4 -1.2
C -39.355094 15.761839 24.409747 -1.5 1.2 1.1
C -39.087195 14.847237 25.580187 0.9 -0.9 0.1
O -38.232603 15.973745 23.567986 5.5 -0.4 -2.0
H -40.709997 15.990162 22.757893 -0.1 0.1 0.1
H -41.507013 15.660954 24.289390 0.2 0.1 0.2
H -40.762593 14.367186 23.384999 0.4 -0.1 0.2
H -39.575274 16.764210 24.801837 0.3 0.0 0.2
H -38.772748 13.847308 25.260216 -0.2 0.0 -0.3
H -39.987620 14.699418 26.172831 -0.1 0.2 -0.1
H -38.290900 15.167312 26.256853 -0.1 0.4 -0.1
O -34.718025 19.052269 25.629131 0.1 -1.0 -0.7
C -35.147130 18.188406 24.808982 -0.5 -0.5 -1.9
O -34.521810 17.607825 23.832850 1.5 -0.5 -0.7
O -36.353990 17.791091 24.733847 -3.0 -1.4 0.1
H -35.487614 19.304794 26.255473 -0.7 0.9 0.7
C -38.340399 20.705208 24.241822 -0.1 0.2 -0.8
C -38.804000 22.027946 23.610611 0.7 0.1 0.8
C -37.613331 22.937092 23.261799 -0.7 0.0 0.2
C -38.008878 24.387089 22.962368 0.0 -0.3 -0.4
C -38.493157 25.222060 24.140807 -0.5 -0.1 -0.6
C -38.783444 26.675192 23.752122 -0.3 0.1 0.6
H -39.216089 20.076365 24.408797 0.2 -0.1 0.5
H -37.714140 20.862594 25.119404 -0.3 -0.1 0.2
H -37.711787 20.154230 23.527758 0.0 0.1 -0.1
H -39.436074 21.787775 22.755703 0.0 0.3 -0.2
H -39.402975 22.581046 24.337819 -0.3 -0.2 0.0
H -37.106260 22.480449 22.408146 0.3 0.2 0.0
H -36.934585 22.985767 24.121690 0.1 -0.3 -0.1
H -37.125691 24.859638 22.523714 -0.2 0.2 -0.2
H -38.819838 24.362826 22.226587 0.2 0.2 -0.2
H -39.471997 24.841386 24.448974 0.2 -0.3 0.4
H -37.794926 25.131758 24.975126 0.0 0.2 0.0
H -39.717708 26.777190 23.196209 0.1 -0.3 -0.3
H -38.996287 27.220172 24.674839 0.3 0.3 -0.1
H -38.001062 27.169888 23.179151 0.2 0.0 0.2
C -31.529731 18.306105 27.659183 -0.1 -1.2 0.7
C -31.439510 17.163281 26.650857 0.0 0.2 -0.7
C -32.288313 15.942774 26.967232 -0.6 0.3 0.6
O -31.743159 15.195196 28.018508 0.2 0.2 0.1
C -32.496681 14.037348 28.301444 0.2 0.0 -0.5
N -31.818838 17.650024 25.314018 0.3 -0.5 -0.5
H -30.935288 19.150468 27.322113 0.0 0.1 0.1
H -31.172510 17.940137 28.626875 0.1 0.3 0.0
H -32.577363 18.581323 27.813154 0.0 0.2 -0.2
H -30.416240 16.781780 26.604256 0.1 0.3 -0.1
H -32.435684 15.282712 26.101638 0.2 0.2 -0.3
H -33.282455 16.327114 27.280017 -0.2 -0.2 -0.1
H -32.575546 13.408040 27.404471 -0.1 0.0 -0.1
H -33.509625 14.298766 28.621521 0.0 -0.1 0.3
H -31.949863 13.454656 29.035720 -0.2 0.1 0.3
H -31.291208 18.485563 25.068070 0.1 -0.2 0.0
H -32.787026 17.925883 25.249969 0.1 -0.1 0.4
C -33.373792 17.747944 20.591078 0.0 0.1 0.4
C -33.835477 16.309129 20.567594 -1.9 0.4 -1.1
C -32.903398 15.336346 19.878282 0.5 -0.1 0.4
O -33.394182 14.042115 20.116740 -0.3 0.0 0.0
C -32.593433 13.021780 19.516901 0.1 -0.2 -0.1
N -34.264509 15.744143 21.920445 1.8 -1.1 0.1
H -33.551112 18.221240 19.626513 0.2 -0.2 -0.1
H -32.318898 17.825413 20.855564 -0.1 0.2 0.1
H -33.983129 18.325893 21.291392 0.2 0.0 0.2
H -34.778791 16.306886 19.998170 0.1 -0.2 -0.1
H -31.885866 15.412867 20.286806 0.0 0.2 0.0
H -32.854053 15.578631 18.813407 -0.1 0.0 0.0
H -32.524646 13.195664 18.442080 0.0 -0.1 0.0
H -33.078604 12.068707 19.702935 -0.1 0.0 0.0
H -31.592805 12.999228 19.953995 0.0 0.1 0.0
H -34.061981 14.736447 21.710914 -0.9 -0.1 -0.1
H -33.391289 15.881899 22.465519 -0.7 0.6 0.7
C -33.806607 18.095484 31.610121 0.2 0.4 -1.7
C -35.280447 18.102341 31.176526 0.6 -0.8 1.0
C -35.412327 17.316569 29.880513 0.4 0.3 -0.2
O -36.720753 17.462847 29.350043 0.2 0.3 -0.3
C -36.906704 16.706914 28.189404 -1.2 -0.1 -0.4
N -36.055145 17.531158 32.293761 -0.7 -0.4 -0.9
H -33.592030 18.729475 32.461934 -0.2 -0.3 0.3
H -33.231243 18.498607 30.763069 0.1 0.2 0.2
H -33.407298 17.082516 31.679946 -0.2 -0.1 0.6
H -35.591802 19.132194 30.994062 -0.2 0.0 0.1
H -35.169859 16.252222 30.006965 -0.1 0.0 0.2
H -34.680115 17.710970 29.153783 0.0 0.0 -0.1
H -36.198706 16.887431 27.368216 0.8 -0.2 0.5
H -37.830429 17.019347 27.688758 -0.3 0.0 0.5
H -37.027221 15.652102 28.453224 0.4 -0.1 -0.3
H -35.788323 16.547574 32.362401 0.3 0.2 0.3
H -37.027328 17.428182 31.994071 0.0 0.4 0.2
C -34.587549 20.979472 28.455575 0.0 0.6 0.2
C -36.092079 21.102679 28.293064 -0.1 -1.5 0.1
C -36.617262 22.324026 27.587136 -0.4 0.4 0.0
O -36.201146 23.458436 28.296925 -0.1 -0.1 0.2
C -36.902677 24.618613 27.923931 0.3 0.9 -0.3
N -36.588966 19.889323 27.558017 1.0 -0.2 -0.6
H -34.324211 20.001236 28.862148 0.0 -0.1 -0.2
H -34.228099 21.692527 29.198526 -0.1 0.1 -0.1
H -34.060664 21.185716 27.521537 0.1 -0.2 0.0
H -36.548556 20.978071 29.280851 0.1 0.8 0.1
H -37.715733 22.259054 27.525104 -0.1 0.1 0.3
H -36.335659 22.393233 26.524423 0.5 -0.2 0.1
H -37.965911 24.579647 28.169278 -0.1 -0.2 -0.1
H -36.743807 24.851546 26.864042 -0.3 -0.3 -0.1
H -36.482401 25.491260 28.424384 0.1 -0.3 0.4
H -36.253085 19.082004 28.082860 -0.3 0.2 0.3
H -37.598717 19.860083 27.666261 0.0 -0.1 -0.4
C -27.723408 20.077082 23.809318 -0.3 -1.1 1.4
C -28.841322 19.689025 22.863455 0.7 1.2 -1.3
C -30.080486 20.554184 23.065547 0.2 0.0 0.3
O -30.648292 20.296554 24.349392 -0.4 -0.1 -0.5
C -31.897290 20.927940 24.455550 -0.6 0.0 0.8
N -28.268209 19.896684 21.505415 -0.7 -0.1 0.2
H -26.859299 19.452290 23.591418 0.2 0.3 -0.1
H -27.998522 19.835994 24.843421 -0.1 0.0 -0.1
H -27.467049 21.134797 23.846590 0.0 0.1 -0.6
H -29.101703 18.630682 22.899886 0.0 0.0 0.4
H -30.816171 20.399596 22.263061 -0.1 -0.3 0.1
H -29.825945 21.621585 23.026515 0.2 0.0 -0.1
H -32.282672 20.795885 25.470639 0.4 0.1 0.1
H -32.686899 20.471464 23.838533 0.3 0.0 -0.5
H -31.836824 22.000066 24.251418 0.0 0.0 -0.1
H -27.954115 20.858148 21.417789 0.1 0.0 0.0
H -28.986759 19.759341 20.798464 0.1 0.0 0.0
```
Forces are in eV/Å.

HOMO-LUMO gap ... 2.93 eV
E_HOMO ... -12.96 eV
Net charge ... +2

These are the Mulliken partial charges, in e, on atoms 1 to 5: number 1, Zr, carries 1.7000; number 2, C, carries -1.4873; number 3, C, carries 0.9341; number 4, C, carries -1.2840; number 5, O, carries -0.7287

---

No. 2
Entry from OMol25: a molecular structure, C29H40I2N2P2STi at a distorted geometry (the ωB97M-V functional and the def2-TZVPD basis).

```
77
Properties=species:S:1:pos:R:3:forces:R:3
Ti 0.066844 0.351190 0.309086 -0.5 0.3 -2.3
C 4.455788 -2.704532 0.793174 -0.2 0.1 -0.1
C 3.606340 -1.455855 1.037328 -0.3 0.4 -0.1
C 3.698669 -1.011250 2.497924 -0.1 0.1 -0.1
P 1.802697 -1.479212 0.502240 0.2 -1.2 -0.4
C 1.697705 -2.497035 -1.064444 -0.2 0.2 0.1
C 1.902499 -4.003929 -0.943595 -0.1 0.2 0.1
C 2.553847 -1.851976 -2.154097 -0.2 0.1 0.1
C 0.817338 -2.481006 1.654282 -0.1 0.2 0.1
C 1.305903 -3.498429 2.462247 -0.2 0.1 0.0
C 0.450095 -4.285014 3.210385 0.0 -0.2 0.1
C -0.918285 -4.108770 3.076296 0.2 -0.1 0.1
C -1.428658 -3.104636 2.283377 -0.1 0.3 -0.3
C -0.579264 -2.203130 1.614732 0.5 -1.3 0.6
N -0.999546 -1.126521 0.888996 0.0 -0.3 0.4
C -2.333020 -0.745432 0.749561 -1.2 0.1 -0.4
C -3.242751 -0.725961 1.810298 0.2 0.1 0.0
C -4.543234 -0.302789 1.616270 0.1 -0.1 0.0
C -4.966341 0.117843 0.368489 0.0 0.1 -0.1
C -4.066018 0.166912 -0.681014 -0.1 0.1 0.1
C -2.752057 -0.252277 -0.516065 0.4 -0.3 0.1
P -1.404372 -0.133357 -1.767295 -1.2 0.6 -1.0
C -2.002821 -1.277203 -3.147923 0.4 -0.1 0.2
C -3.489946 -1.195182 -3.486414 0.1 0.2 0.0
C -1.661027 -2.730709 -2.820840 0.1 0.1 -0.1
C -1.399111 1.571569 -2.584938 0.1 -0.2 0.2
C -2.614218 2.079001 -3.353498 0.0 -0.2 0.2
C -0.162789 1.611527 -3.489186 0.1 -0.2 0.2
H 5.462192 -2.520320 1.169247 0.0 0.0 0.1
H 4.544227 -2.928718 -0.266201 0.0 -0.1 0.0
H 4.064029 -3.579237 1.305242 0.0 -0.1 0.0
H 4.018549 -0.647346 0.410157 -0.1 -0.1 0.1
H 3.229455 -1.731652 3.164680 0.0 0.0 0.1
H 3.214542 -0.049570 2.643325 0.0 0.0 0.1
H 4.741400 -0.902397 2.791250 0.1 0.0 0.0
H 0.638498 -2.327140 -1.322928 0.3 0.0 0.1
H 2.932647 -4.267818 -0.732326 0.1 -0.1 0.0
H 1.624639 -4.480754 -1.882614 0.0 -0.1 -0.1
H 1.271713 -4.413600 -0.156477 0.0 -0.1 0.0
H 3.614915 -2.018700 -1.982072 0.1 0.0 0.0
H 2.376811 -0.773470 -2.180078 0.1 0.0 -0.1
H 2.302260 -2.267155 -3.129289 0.0 0.0 -0.1
H 2.366785 -3.685317 2.503491 0.1 0.0 0.0
H 0.845202 -5.051441 3.858680 0.0 -0.1 0.0
H -1.596372 -4.766729 3.598245 -0.1 -0.1 0.1
H -2.499330 -3.022804 2.163912 0.0 0.1 0.1
H -2.909966 -0.994107 2.803866 0.0 0.0 0.0
H -5.226460 -0.292224 2.451108 -0.1 0.0 0.1
H -5.981233 0.448544 0.218517 -0.1 0.1 0.0
H -4.393971 0.566177 -1.626818 0.0 0.0 0.0
H -1.416033 -0.967249 -4.022925 -0.1 0.0 0.1
H -4.093254 -1.593787 -2.673569 0.0 0.0 0.0
H -3.680928 -1.799365 -4.373497 0.0 -0.1 -0.1
H -3.814763 -0.183497 -3.700329 -0.1 0.0 0.0
H -2.113384 -3.034280 -1.876328 0.0 0.0 0.1
H -0.587252 -2.887323 -2.762671 0.1 -0.1 0.0
H -2.048437 -3.382498 -3.603133 0.0 -0.1 0.0
H -1.206285 2.259290 -1.749851 -0.1 -0.2 -0.1
H -2.761141 1.517880 -4.272690 0.0 -0.1 -0.2
H -2.453716 3.122528 -3.619488 0.0 0.1 0.0
H -3.519054 2.043867 -2.756472 -0.1 0.0 0.0
H -0.349304 1.101218 -4.433078 0.0 -0.1 -0.1
H 0.708603 1.154728 -3.010945 0.0 0.0 -0.1
H 0.091689 2.644911 -3.712365 0.0 0.1 -0.1
S 1.910389 1.659369 -0.623530 0.3 0.1 -0.4
C 1.998410 1.825265 1.090340 0.0 -0.1 0.0
C 2.896776 2.665238 1.742267 0.0 0.2 0.6
C 2.868912 2.735544 3.123830 -0.2 -0.2 -0.4
C 1.932535 1.967980 3.820225 -0.1 -0.1 -0.1
C 1.056621 1.171911 3.113596 0.0 0.0 0.3
N 1.098582 1.073855 1.776813 1.8 1.6 2.3
H 3.564787 3.262636 1.144121 0.1 0.0 0.0
H 3.548146 3.379275 3.659126 0.1 0.1 0.0
H 1.874158 2.003464 4.895233 0.0 0.0 0.1
H 0.291050 0.585741 3.614030 0.1 0.0 -0.1
I -1.514920 2.616285 1.031952 -0.3 0.5 0.0
I -4.249501 3.847063 -0.434582 0.1 0.0 0.2
```
Forces are in eV/Å.

Spin multiplicity ... 3
HOMO-LUMO gap (spin up / spin down) ... 7.46 / 6.00 eV
E_HOMO (spin up / spin down) ... -7.33 / -7.56 eV
Net charge ... 0

These are the Mulliken partial charges, in e, on atoms 1 to 5: number 1, Ti, carries -1.1548; number 2, C, carries -1.4794; number 3, C, carries 0.4748; number 4, C, carries -1.1252; number 5, P, carries 1.8071

---

No. 3
Entry from OMol25: a single C3H3NO3 molecule at a distorted geometry (the ωB97M-V functional and the def2-TZVPD basis).

```
10
Properties=species:S:1:pos:R:3:forces:R:3
O 0.319144 1.511341 -2.597573 0.0 -0.1 0.2
C 0.458620 0.709027 -1.777429 -0.3 -0.7 1.4
C 0.715478 -0.287303 -0.923218 0.5 -0.8 0.3
C 0.347293 -0.829281 0.441103 -0.2 2.1 -2.5
N -0.509831 -0.220633 1.191120 -0.2 0.2 0.1
O -0.911534 -0.528992 2.311415 -0.3 -0.1 0.7
O -1.052089 0.958985 0.642206 0.3 0.0 -0.6
H 1.487311 -0.902342 -1.387011 -0.1 0.0 0.0
H 0.807085 -1.731004 0.790709 -0.1 -0.1 0.2
H -1.661475 1.320201 1.308679 0.3 -0.6 0.2
```
Forces are in eV/Å.

Energy relative to the best compared isomer or geometry (same formula, charge and spin) ... 492.08 kJ/mol
HOMO-LUMO gap ... 8.80 eV
E_HOMO ... -8.30 eV
Net charge ... 0
Structure (SMILES) ... O=C=C/C=[N+](/[O-])O

These are the Mulliken partial charges, in e, on atoms 1 to 5: number 1, O, carries -0.3402; number 2, C, carries 0.7931; number 3, C, carries -0.7471; number 4, C, carries -0.1727; number 5, N, carries 0.6552